(1)
Density functional theory data (ωB97M-V/def2-TZVPD) for an isolated ion of composition C16H29NO4 and charge -1.

Atoms and positions in Å:
H1 -2.1997 -0.3060 -2.8779
H2 -0.9042 2.1561 1.1965
C1 -3.5725 -1.7446 -0.0659
H3 3.1880 0.6984 2.0384
H4 -2.5718 3.3122 0.1532
H5 -4.6518 0.6031 1.7580
C2 -0.5244 0.4862 -0.0814
O1 -0.0892 2.6464 -0.9881
O2 -0.1169 0.9019 -2.3851
H6 5.6632 -1.7018 -1.5833
H7 2.7843 -1.7954 0.3254
H8 5.3762 0.6871 1.0797
H9 6.3359 0.1168 -0.2638
C3 -3.2445 2.7532 0.7949
H10 2.1616 -0.7135 2.3647
C4 -0.2587 1.4591 -1.2817
H11 2.1867 1.0563 -0.4996
H12 -4.0403 -2.4205 -0.7786
O3 0.7084 0.0943 0.5580
H13 4.1355 0.3808 -1.0942
H14 -0.7318 -1.1894 -1.3942
C5 2.9777 -0.7224 0.3890
H15 -3.1880 3.1274 1.8172
C6 3.0661 -0.3704 1.8688
H16 -1.1204 0.5811 1.9282
H17 -4.3922 -1.2736 0.4743
H18 5.8460 -1.0325 0.9741
C7 -2.7383 -0.6769 -0.8224
C8 -3.5782 0.5870 1.9685
H19 4.0825 -1.5401 -2.3103
C9 5.5217 -0.1581 0.4099
H20 -4.2746 2.8683 0.4587
C10 -1.2257 -0.7916 -0.5096
C11 -2.9333 -0.9000 -2.3379
H21 -3.4226 1.1554 2.8803
C12 4.2776 -0.4726 -0.4299
C13 -1.3162 1.1669 1.0238
C14 1.8335 0.0423 -0.2943
H22 -2.9717 -2.3239 0.6307
O4 -3.3275 1.5041 -1.4697
H23 -2.7026 -1.9496 -2.5273
H24 3.9022 -0.8779 2.3534
H25 -1.0733 -1.5246 0.2863
N1 -3.2675 0.6789 -0.4948
H26 -3.9471 -0.6598 -2.6446
H27 4.2678 -2.6078 -0.9181
C15 4.5983 -1.6702 -1.3580
H28 -3.2738 -0.4485 2.1048
H29 1.5885 -0.4557 -1.2327
C16 -2.8430 1.2641 0.8070

Properties
* spin multiplicity: 2
* Kohn-Sham gap (alpha / beta): 7.66 / 7.68 eV
* charge: -1
* highest occupied orbital energy (alpha / beta): -4.60 / -4.62 eV

The net atomic charges from Löwdin, expressed in e, are: 0.07, 0.12, -0.03, 0.09, 0.08, 0.08, -0.36, -0.01, -0.03, 0.06, 0.13, 0.07, 0.07, -0.04, 0.07, -0.68, 0.14, 0.07, -0.09, 0.13, 0.12, -0.31, 0.08, -0.07, 0.12, 0.06, 0.08, -0.43, -0.05, 0.08, -0.10, 0.08, -0.04, -0.04, 0.08, -0.38, -0.04, -0.18, 0.07, 0.00, 0.08, 0.07, 0.12, -0.12, 0.08, 0.07, -0.07, 0.07, 0.13, -0.45



(2)
Density functional theory data (ωB97M-V/def2-TZVPD) for a 2-piece molecular cluster, CH3Br2IOSi overall.

Atoms and positions in Å:
H1 2.1020 -0.3757 1.0344
C1 1.4787 -0.0659 0.1778
Si1 -1.2487 0.1016 0.1520
I1 -2.2330 1.8423 -1.2174
Br1 -0.8494 -2.0696 -2.2590
H2 1.2532 -0.5302 -0.6825
H3 1.7294 0.9475 -0.0265
Br2 -2.4568 0.1578 1.9913
O1 0.2246 -0.0078 0.8298

Properties
* Kohn-Sham gap (alpha / beta): 6.82 / 6.82 eV
* relative energy (zero: lowest compared OMol25 entry of this formula, charge and spin): 2.833 eV
* highest occupied orbital energy (alpha / beta): -9.36 / -9.36 eV

The net atomic charges from Löwdin, expressed in e, are: 0.12, -0.09, -0.30, 0.50, -0.25, -0.01, 0.08, 0.38, -0.42



(3)
Density functional theory data (ωB97M-V/def2-TZVPD) for a 2-piece molecular cluster, C27H23BF7NO3 overall.

Atoms and positions in Å:
C1 4.0370 4.4471 1.7909
H1 0.5919 1.9350 -2.9968
C2 -0.4804 3.9903 1.9111
O1 -1.3333 -3.4063 -0.4829
C3 -1.8912 -4.6652 0.0680
C4 3.5416 1.7288 1.7986
C5 -3.3153 -4.7033 -0.4524
C6 -2.8815 3.5269 1.6940
H2 -1.0528 0.6294 1.7081
C7 -1.8040 4.4025 1.8176
O2 -1.9791 1.9694 -4.0066
H3 -3.8800 -3.8318 -0.0962
H4 2.4989 0.5956 -1.3252
C8 -1.9061 -4.6425 1.5798
H5 0.2939 4.7331 2.0493
F1 2.1827 -1.9147 1.6102
C9 1.1366 2.0185 1.8136
C10 -0.0791 1.1162 -2.7206
C11 -2.2263 -0.0694 -2.8006
H6 -3.3262 -4.7203 -1.5500
C12 -2.5619 2.1693 1.6650
H7 -3.9080 3.8803 1.6350
C13 -1.4156 1.0368 -3.1900
C14 -1.2650 1.6954 1.7357
F2 3.8962 -1.2035 0.2359
F3 -3.5935 1.2614 1.5631
H8 -2.3333 -1.9277 -1.7129
C15 2.7157 4.0182 1.8294
H9 -3.8140 -5.6096 -0.0887
H10 -0.8883 -4.6109 1.9771
H11 -1.7875 3.6894 -5.0366
C16 4.8347 2.2207 1.7882
H12 -0.2709 2.7241 -4.9841
F4 3.0163 -3.2886 -0.1978
C17 5.1305 3.5851 1.7632
H13 -2.4759 -3.7797 1.9485
H14 -1.1513 -5.8982 -1.5439
H15 1.1502 0.9235 1.8265
C18 -1.1409 3.0805 -4.4101
C19 2.4207 2.6200 1.8180
C20 0.4004 0.1121 -1.8901
H16 3.3477 0.6609 1.7531
N1 0.3510 -1.8537 -0.7358
C21 -0.1589 2.6014 1.8212
H17 -1.6124 -6.7797 -0.0742
H18 -0.0953 -5.8527 -0.0953
C22 1.6744 -0.1031 -1.2461
F5 -2.0753 5.7555 1.8493
H19 6.1549 3.9498 1.7305
C23 -0.0668 -3.0821 -0.1504
C24 -0.4194 -0.9860 -1.5410
H20 -2.3949 -5.5541 1.9468
B1 2.7510 -2.0253 0.3241
C25 -1.1307 -5.8668 -0.4469
C26 1.6313 -1.2994 -0.5872
F6 5.8857 1.3373 1.8068
H21 1.9223 4.7529 1.8435
H22 -3.2462 -0.1161 -3.1664
O3 0.6336 -3.7566 0.5719
C27 -1.7219 -1.0779 -1.9886
H23 -0.8022 3.6526 -3.5319
F7 4.2862 5.8049 1.7750

Properties
* Kohn-Sham gap: 3.26 eV
* highest occupied orbital energy: -7.42 eV

The net atomic charges from Löwdin, expressed in e, are: -0.20, 0.10, 0.08, 0.02, -0.57, 0.11, -0.04, 0.12, 0.15, -0.20, -0.11, 0.09, 0.11, -0.03, 0.10, 0.08, 0.15, 0.02, -0.01, 0.09, -0.20, 0.15, -0.28, 0.10, 0.08, 0.06, 0.10, 0.08, 0.09, 0.09, 0.09, -0.19, 0.10, 0.12, 0.13, 0.09, 0.10, 0.14, -0.07, -0.15, -0.18, 0.13, 0.13, -0.15, 0.09, 0.09, 0.02, 0.06, 0.15, -0.41, -0.15, 0.09, -1.07, -0.02, -0.02, 0.08, 0.10, 0.11, 0.12, -0.01, 0.09, 0.05



(4)
Density functional theory data (ωB97M-V/def2-TZVPD) for a 2-piece molecular cluster, C2H5N3OS overall.

Atoms and positions in Å:
S1 -3.0183 -1.4389 -0.8101
C1 0.3837 0.3636 0.3606
N1 1.3178 0.0493 -0.6144
N2 0.6636 1.4387 1.1584
H1 -1.5087 -0.0539 1.0063
C2 -1.4413 -1.4986 -1.0942
H2 1.2321 -0.8923 -0.8080
H3 2.3747 0.4119 -0.4853
H4 -0.0498 1.6802 1.9098
O1 -0.5636 -1.8657 -1.8142
N3 -0.7022 -0.3865 0.3868
H5 1.3118 2.1922 0.8043

Properties
* spin multiplicity: 3
* Kohn-Sham gap (alpha / beta): 4.70 / 6.82 eV
* relative energy (zero: lowest compared OMol25 entry of this formula, charge and spin): 1.286 eV
* highest occupied orbital energy (alpha / beta): -4.15 / -9.50 eV

The net atomic charges from Löwdin, expressed in e, are: 0.79, -0.58, 0.11, 0.09, 0.08, -0.94, 0.03, 0.17, 0.13, -0.04, 0.03, 0.12



(5)
Density functional theory data (ωB97M-V/def2-TZVPD) for C22H21ClN2OPV as an isolated structure.

Atoms and positions in Å:
C1 0.4988 1.5854 -3.0102
H1 -0.3162 2.2670 0.0514
H2 4.1773 -1.7593 -4.1263
C2 1.8239 3.6340 -2.8081
C3 2.5584 -3.1880 -4.3439
H3 1.6240 2.1689 -1.2434
H4 0.4020 3.4929 -5.8769
C4 2.0218 -0.9683 -0.0618
N1 -0.0431 0.7750 3.9916
C5 1.2012 -3.4658 -4.0982
C6 0.0222 -1.2172 2.9880
C7 1.3472 2.4387 -2.2633
C8 0.4082 -2.4939 -3.4898
O1 3.2167 -0.8646 -0.1522
H5 0.0386 -2.2689 2.8351
H6 2.7511 -0.0320 -3.0587
C9 2.3205 -0.9828 -3.3769
N2 -0.0263 -0.1902 1.9730
C10 0.1536 1.9991 -4.3061
C11 0.0149 -0.6037 4.2510
C12 0.9517 -1.2484 -3.1700
C13 -0.0797 0.9471 2.6433
H7 -5.2198 -0.8087 -4.6860
P1 -0.0671 -0.0290 -2.2365
H8 1.8680 4.9484 -4.5342
H9 -1.0180 2.2854 0.0757
H10 0.0154 -1.0440 5.2234
H11 -0.1397 1.4549 4.7660
C14 3.1104 -1.9571 -3.9747
H12 3.1890 -3.9572 -4.7933
Cl1 -1.4645 -2.9093 -0.2431
H13 -2.7995 0.1526 -1.2431
C15 0.6510 3.1822 -4.8644
H14 -3.1792 -0.9573 -6.0906
H15 -0.6346 -2.6987 -3.2265
H16 0.7813 -4.4373 -4.3595
C16 -1.8313 -0.5541 -4.4423
H17 -0.5165 1.3914 -4.9147
V1 0.1202 -1.1925 0.0405
H18 -5.0469 -0.2613 -2.2747
C17 1.4935 4.0166 -4.1042
C18 -2.8869 -0.0888 -2.3030
C19 -1.7132 -0.2331 -3.0814
C20 -4.1328 -0.3053 -2.8839
H19 -0.9361 -0.6974 -5.0624
H20 2.4725 4.3057 -2.2263
C21 -4.2463 -0.6147 -4.2366
C22 -3.0894 -0.7187 -5.0326
H21 -0.2178 2.0049 2.2906

Properties
* spin multiplicity: 3
* Kohn-Sham gap (alpha / beta): 4.94 / 5.42 eV
* charge: +2
* highest occupied orbital energy (alpha / beta): -14.71 / -14.71 eV

The net atomic charges from Löwdin, expressed in e, are: -0.33, 0.03, 0.13, -0.07, -0.02, 0.08, 0.12, -0.03, 0.10, -0.03, -0.08, -0.13, -0.11, 0.19, 0.10, 0.11, -0.09, -0.07, -0.06, 0.00, -0.39, -0.17, 0.12, 1.06, 0.12, 0.08, 0.13, 0.20, -0.04, 0.13, 0.09, 0.09, -0.03, 0.12, 0.10, 0.12, -0.11, 0.09, 0.57, 0.12, -0.04, -0.10, -0.36, -0.06, 0.12, 0.12, -0.04, -0.03, 0.14



(6)
Density functional theory data (ωB97M-V/def2-TZVPD) for C19H46LiN2O15P as an isolated structure.

Atoms and positions in Å:
H1 -2.5023 -6.8084 -1.0745
H2 -0.4983 5.4906 -1.6855
O1 -0.8843 -1.2654 -0.3435
H3 3.6807 -1.8674 -0.1575
H4 3.0167 3.8506 3.4815
Li1 -0.1933 0.3696 -0.1865
C1 -3.3753 -2.9604 -0.9475
O2 0.1607 -2.8354 1.2545
O3 3.4757 1.9736 -1.4685
H5 -3.6253 -2.1754 -0.0485
H6 -2.5573 -4.6044 1.6615
H7 -2.9293 -7.3984 0.3465
O4 3.5137 -0.0944 -0.6655
C2 4.2707 1.4056 2.5115
H8 -1.5633 3.8136 -6.3285
H9 4.6677 3.0026 4.8315
H10 -5.4243 -6.2404 0.2155
H11 0.2517 -0.5564 -2.6495
O5 3.3967 3.4976 6.3035
C3 -0.7033 5.2976 -0.7025
P1 -0.7563 -1.7294 1.1935
H12 1.9527 2.9686 4.2735
H13 -2.3593 -4.4254 -1.7575
C4 -3.5443 -4.9844 1.3615
C5 2.7847 -1.2584 -0.2645
O6 -1.0403 2.1386 -5.4435
O7 1.5577 0.9096 -1.1155
C6 -0.0333 1.4936 -4.7415
N1 -3.4163 -5.3314 -0.0865
H14 1.4137 0.6546 3.9975
H15 2.9997 3.9706 -1.3265
H16 -4.0373 0.9736 0.4865
O8 -2.0723 -1.7334 1.8465
H17 2.8317 2.8006 1.4285
O9 -0.4853 0.3456 -4.2705
O10 -3.0353 2.5976 -0.0285
O11 -0.0713 -0.4604 1.4325
O12 -0.8683 2.4486 -0.7145
H18 2.1877 -0.2604 2.8275
H19 1.9487 1.3686 1.2045
C7 -0.7183 3.5126 -5.8215
H20 1.8877 3.0436 -2.3315
H21 -2.4713 0.5456 0.9195
C8 -4.8693 -5.6844 -0.5885
H22 1.0747 2.5006 2.1315
H23 -0.6693 6.3356 -0.2045
H24 -0.4583 4.3126 -5.2145
C9 -2.7223 -4.2984 -0.8305
H25 2.2787 -1.1004 0.6235
H26 4.8157 0.9686 3.0655
H27 4.2467 0.5976 1.7865
C10 2.0297 2.1786 1.8755
H28 3.3637 3.3796 -3.0395
C11 3.7807 2.6406 5.1785
C12 2.7107 0.9256 -1.0765
H29 2.1157 -1.7434 -0.7875
H30 1.3427 -0.6734 -4.0265
H31 -4.7013 -6.1084 -1.5775
C13 -3.1243 1.1576 0.1215
H32 -1.7033 -6.2734 0.3885
H33 -0.1073 -1.7674 -3.6415
C14 2.9047 3.0646 -2.0495
C15 0.3347 -0.6554 -3.7265
H34 -4.2373 -4.3144 1.6495
H35 4.6867 2.2086 1.9015
O13 -1.9483 4.4936 -0.5185
C16 -2.6773 -6.5294 -0.1045
H36 -3.7873 -6.0454 1.9265
H37 -1.7823 -3.9594 -0.3905
H38 -1.8283 -1.5354 -1.2875
N2 2.9677 1.7856 3.0005
H39 0.1997 4.6746 -0.1045
H40 -4.4313 -2.9204 -1.3975
H41 0.3187 3.5026 -6.4225
C17 2.9107 2.8176 3.9565
C18 2.3227 0.5406 3.5645
H42 2.5017 3.1956 6.6885
O14 1.0697 1.8666 -4.5685
C19 -1.8743 3.1406 -0.4385
H43 -5.2753 -4.7064 -0.5245
O15 -2.6213 -2.0014 -1.7515
H44 3.9137 1.7246 5.6325
H45 -2.9753 0.7396 -0.9485
H46 3.0707 0.0776 4.3115

Properties
* Kohn-Sham gap: 5.09 eV
* relative energy (zero: lowest compared OMol25 entry of this formula, charge and spin): 1.965 eV
* highest occupied orbital energy: -5.12 eV

The net atomic charges from Löwdin, expressed in e, are: 0.09, 0.03, -0.48, 0.11, 0.18, 0.55, -0.27, -0.36, 0.00, 0.16, 0.11, 0.08, 0.01, 0.04, 0.06, 0.09, 0.12, 0.05, -0.07, -0.01, -0.27, 0.11, 0.11, 0.02, -0.01, 0.00, 0.13, -0.59, -0.35, 0.08, 0.12, 0.04, -0.37, 0.12, 0.02, 0.00, -0.46, 0.03, 0.11, 0.06, -0.04, 0.06, 0.13, 0.07, 0.11, 0.10, 0.05, -0.14, 0.05, 0.01, 0.13, 0.07, 0.12, -0.18, -0.60, 0.05, 0.08, 0.11, -0.01, 0.15, 0.15, -0.11, -0.05, 0.06, 0.14, -0.02, -0.07, 0.17, 0.14, -0.05, -0.34, 0.14, 0.11, 0.14, -0.16, 0.04, 0.14, 0.14, -0.53, 0.07, -0.18, 0.10, 0.13, 0.14



(7)
Density functional theory data (ωB97M-V/def2-TZVPD) for C17H28N4O4ReS6SbSe as an isolated structure.

Atoms and positions in Å:
H1 -0.8167 -3.4012 -1.9596
H2 1.0037 -5.5813 4.4414
H3 0.3469 -4.2991 -2.9443
N1 1.0740 -4.9056 1.1227
C1 1.2743 -4.6856 2.5634
O1 2.5267 -0.2803 -0.2646
C2 -2.5837 -5.5141 -1.4767
H4 -2.7159 -6.4423 2.5734
H5 -4.4850 -6.5123 -1.1889
H6 3.0346 -6.9117 1.8092
C3 2.6748 -7.5954 -1.5218
C4 -0.3961 -4.3882 -2.1501
C5 2.6774 -6.8389 0.7924
C6 3.8577 3.4109 -1.6655
H7 3.7176 4.4501 -1.9641
O2 3.9275 -0.5196 1.8415
H8 2.7170 2.4469 -0.1332
H9 4.6558 3.3766 -0.9313
H10 1.9934 3.8079 -3.3535
C7 -0.9363 -5.6305 3.5089
N2 1.2618 3.3493 -2.8306
H11 0.3429 3.3096 -3.2475
H12 -3.3873 -7.3603 -2.2736
H13 0.9338 -3.6757 2.7877
C8 -1.6689 -6.2650 2.3328
C9 3.1379 -7.6800 -0.1951
H14 -1.2601 -6.1211 4.4275
O3 1.5079 0.2532 1.7367
Se1 -0.9104 -2.8402 0.7680
H15 -1.0586 -6.3430 -2.7558
H16 4.1298 2.7963 -2.5238
H17 1.3805 -6.6105 -2.9264
C10 0.5879 -5.7229 3.4415
H18 -1.9310 -5.0039 -3.4632
N3 2.6417 2.8993 -1.0359
H19 -1.2298 -4.5811 3.6156
H20 0.8894 -6.7262 3.1288
S1 -1.5622 0.0626 0.7600
N4 0.3493 -4.7744 -0.9463
H21 2.3551 -4.7076 2.7112
S2 0.1963 2.1468 -0.6363
S3 -1.4275 2.3057 -1.9498
H22 -1.6567 -5.6369 1.4371
H23 3.8764 -8.4303 0.0506
H24 3.0710 -8.2829 -2.2558
O4 1.9202 -1.9543 1.1902
C11 1.7339 -6.6671 -1.9073
H25 -2.9528 -4.5193 -1.1959
H26 -2.1591 -5.9656 -0.5762
Sb1 -2.1288 0.0750 -1.6178
C12 1.7258 -5.8954 0.4046
S4 2.6740 -0.6005 1.2235
H27 -4.2304 -5.9140 -2.8249
C13 1.2657 -5.8130 -0.9088
Re1 0.4608 -0.7972 0.1927
S5 0.1212 -0.9161 -1.9903
C14 -1.4963 -5.3676 -2.5288
C15 0.2745 -4.2422 0.2861
S6 -3.8467 -1.0677 -2.3085
C16 -3.7377 -6.3738 -1.9679
C17 1.4688 2.8709 -1.6223
H28 -1.2279 -7.2263 2.0618

Properties
* Kohn-Sham gap (alpha / beta): 6.10 / 6.28 eV
* charge: +2
* relative energy (zero: lowest compared OMol25 entry of this formula, charge and spin): 2.007 eV
* highest occupied orbital energy (alpha / beta): -14.22 / -14.16 eV

The net atomic charges from Löwdin, expressed in e, are: 0.03, 0.13, 0.14, 0.01, -0.13, -0.45, -0.26, 0.09, 0.08, 0.12, -0.04, -0.15, 0.02, 0.00, 0.11, -0.16, 0.14, 0.11, 0.14, -0.24, 0.17, 0.06, 0.08, 0.10, -0.09, -0.04, 0.12, -0.43, 0.82, 0.12, 0.11, 0.12, -0.17, 0.13, 0.00, 0.10, 0.11, 0.09, 0.01, 0.14, 0.54, 0.24, 0.01, 0.12, 0.12, -0.45, 0.02, 0.10, 0.09, 0.20, -0.12, 0.41, 0.08, -0.12, 0.68, 0.19, -0.17, -0.55, 0.05, -0.09, -0.67, 0.09



(8)
Density functional theory data (ωB97M-V/def2-TZVPD) for one molecule with the formula C4H7N3.

Atoms and positions in Å:
C1 2.4819 0.7001 -0.3509
N1 0.3854 0.2529 0.7148
H1 -1.4761 -0.2161 1.5311
H2 -2.7451 -0.3066 -0.5894
C2 1.3140 -0.1716 -0.2032
H3 -1.2990 0.0518 -1.5279
C3 -1.7793 0.2090 -0.5571
N2 1.1404 -1.2363 -0.8904
C4 -0.9388 -0.3468 0.5911
H4 -1.9764 1.2832 -0.4427
H5 1.8919 -1.4481 -1.5394
H6 -0.7352 -1.4126 0.4633
H7 0.4560 1.1857 1.1022
N3 3.3884 1.3949 -0.5385

Properties
* SMILES string: [H]/N=C(\C#N)NCC
* Kohn-Sham gap: 10.42 eV
* relative energy (zero: lowest compared OMol25 entry of this formula, charge and spin): 0.481 eV
* highest occupied orbital energy: -9.71 eV

The net atomic charges from Löwdin, expressed in e, are: -0.13, 0.02, 0.11, 0.07, -0.46, 0.07, -0.09, 0.14, -0.26, 0.07, 0.06, 0.10, 0.14, 0.16